# 1
Formula: C11H24N4O3PdS
Source: OMol25
Level of theory: wB97M-V/def2-TZVPD

LUMO level (spin up / spin down) (eV): -5.15 / -8.87
Expectation value of S²: 2.0095
Energy relative to the best compared isomer or geometry (same formula, charge and spin) (kcal/mol): 0.00

Geometry as ORCA input:
```
! RIJCOSX wB97M-V def2-TZVPD def2/J DEFGRID3
* xyz 2 3
H -4.7753 0.6448 3.4550
H -2.7853 -0.8043 -3.6722
N -3.5821 0.1181 1.7824
H -4.5947 1.4817 0.5672
H -1.1436 0.9839 3.1564
N 3.5351 -0.2152 1.5485
C 3.9562 -0.8102 2.8147
H -0.5305 -1.0152 -4.4281
H -1.8549 -0.7778 -2.0715
C -4.1070 -0.1591 3.1520
H 4.2797 -0.6966 -0.3761
C -1.2253 0.1229 2.4711
C 4.5523 -0.0720 0.4696
H 4.8153 -0.2082 3.2218
C -4.6298 0.4197 0.7839
H 1.3675 -0.5980 3.2141
H -5.5809 0.1907 1.2053
H 2.8797 -0.3175 -5.3218
O -0.0068 -0.0547 1.7430
C 1.8110 -0.4700 -5.0172
H 5.5216 -0.3511 0.8517
H 4.5762 0.9847 0.1373
O -2.0741 0.6558 0.2066
H -1.5149 -0.7465 3.0879
S 0.0228 1.8903 -2.3350
O 2.0472 0.5968 0.1319
C -2.0238 -0.2981 -3.0658
H 1.2167 -0.3783 -5.9765
H -3.2810 -0.2727 3.8627
N 1.4981 0.4583 -3.9474
C 0.2668 0.5567 -3.4234
C -2.3205 0.3537 1.4161
H 2.1094 1.2671 -3.8265
N -0.7699 -0.2057 -3.8218
H 1.6885 -1.4844 -4.6577
Pd 0.0225 0.8644 -0.2483
C 2.3092 0.1618 1.2823
C 1.2006 0.1656 2.4353
H 3.1444 -0.7367 3.5160
H -4.5086 -0.1709 -0.1374
H 4.2558 -1.8253 2.6575
H 1.2499 1.1515 2.8927
H -2.4049 0.7127 -2.8291
H -4.6127 -1.1129 3.0926
*
```

# 2
Formula: C11H24N5O7PbS2Se
Source: OMol25
Level of theory: wB97M-V/def2-TZVPD

LUMO level (eV): -5.38
Energy relative to the best compared isomer or geometry (same formula, charge and spin) (kcal/mol): 17.51

Geometry as ORCA input:
```
! RIJCOSX wB97M-V def2-TZVPD def2/J DEFGRID3
* xyz 1 1
H 3.2662 0.3433 1.1605
N -3.4802 -3.2835 -0.8682
O 0.3878 5.9860 -0.8222
O -1.6459 5.6682 -1.7058
H -3.4428 -3.2166 1.2050
C 3.1123 2.9262 0.1111
H -5.1993 -1.4288 1.3897
H 4.2764 0.3611 3.3844
H 4.0402 3.4736 0.2451
H -5.0762 -3.7078 0.5481
H 2.7138 0.4564 4.1383
O -1.1082 -4.8592 -0.5388
H 2.4372 -4.5952 -0.4501
Se -0.7482 -1.7553 1.2377
H -2.9091 -4.1810 -0.9038
C 3.2383 0.0772 3.2525
C -0.5092 3.9210 -1.1230
S 2.8239 2.4420 1.9126
C 2.6460 0.6607 1.9746
C 2.0131 3.7313 -0.6101
H -4.2865 0.2391 -0.2919
H 1.6791 -5.5976 -1.7837
C 0.3548 1.8981 -1.4359
C -4.1996 -3.0432 0.4112
C 1.2517 0.7447 -1.5935
H -4.1383 -3.2639 -1.6366
H 3.1677 -1.0126 3.2273
O 0.1566 -3.1081 -1.6676
N -0.5576 5.2708 -1.2269
H -5.5575 -1.6419 -0.3932
C -4.7488 -1.6328 0.3673
H -3.2320 -0.3207 0.8020
H 1.4569 -6.1217 -0.1076
O 4.0410 2.7634 2.6166
S 0.1672 -4.1273 -0.5648
Pb -1.7644 -1.5587 -1.3724
H 3.3777 1.9854 -0.4048
O 0.6208 -3.4328 0.7536
H 1.6169 0.3255 1.8327
N -0.9510 1.7726 -1.6668
H 1.2238 0.4070 -2.6377
N -3.7740 -0.6113 -0.0161
N 0.7220 3.1232 -0.9417
H 2.4178 4.0893 -1.5286
H 2.2770 1.0497 -1.2976
H 0.8292 -0.0381 -0.9616
C -1.4740 3.0501 -1.6172
O 1.5713 2.9901 2.3383
H 1.7998 4.6494 -0.0232
H -2.4650 3.3675 -1.9667
C 1.5813 -5.2348 -0.7507
*
```

# 3
Formula: C11H24O4Si
Source: OMol25
Level of theory: wB97M-V/def2-TZVPD

LUMO level (eV): 0.83
Energy relative to the best compared isomer or geometry (same formula, charge and spin) (kcal/mol): 24.75

Geometry as ORCA input:
```
! RIJCOSX wB97M-V def2-TZVPD def2/J DEFGRID3
* xyz 0 1
O 3.6657 -1.0665 2.2148
H 4.1948 1.2374 3.1086
H 0.2571 2.0578 0.9043
H -2.0978 2.6114 -1.1869
H -3.4571 -0.3372 -2.1527
H -5.1697 -1.9723 -1.9275
C 2.9329 -0.6497 1.3550
C -3.7541 -0.5239 -1.1258
H -1.8450 1.3777 0.2575
H 1.7474 0.1994 -1.0369
H 0.1092 -1.1729 -3.3227
C 1.5935 -0.9190 -0.8430
H -5.2724 -1.8009 -0.2532
H 0.2671 -0.6634 0.8172
C -0.1894 2.7121 0.1273
H 3.0126 2.6399 3.0149
H -1.6198 -0.8117 -3.6701
C 2.1543 0.8446 2.8846
H -4.2195 0.3753 -0.7119
C -1.3699 2.0363 -0.5634
H 3.7517 -1.2243 -0.5010
H 0.6166 2.8875 -0.6203
H 1.6746 -1.5394 -1.7918
C 2.8237 -1.3468 0.0175
C -0.9364 -1.3145 -3.0230
O 2.2250 0.4799 1.5443
H -0.4786 3.7145 0.4377
C 0.2911 -1.1261 -0.1431
H 2.8313 -2.4197 0.1732
H -3.8648 -2.6827 -0.9696
O -0.8551 1.1240 -1.4970
O -2.4996 -0.6017 -0.5086
Si -1.0506 -0.5032 -1.3213
H 1.1899 1.3686 3.0688
H 3.3953 1.8996 4.4703
C -4.5025 -1.8380 -1.0536
C 3.2751 1.6713 3.4351
H 0.1288 -2.1771 -0.0244
H 2.2239 -0.1786 3.3514
H -1.1792 -2.3677 -2.9347
*
```

# 4
Formula: C11H24OS2
Source: OMol25
Level of theory: wB97M-V/def2-TZVPD

LUMO level (eV): 0.67
Energy relative to the best compared isomer or geometry (same formula, charge and spin) (kcal/mol): 0.00

Geometry as ORCA input:
```
! RIJCOSX wB97M-V def2-TZVPD def2/J DEFGRID3
* xyz 0 1
H 3.7730 3.8430 0.8765
S -3.1133 -1.3860 -2.3222
C 3.1496 2.5355 2.5073
H -3.4930 1.7911 -0.3638
H 2.3179 2.5156 3.2310
H 4.0998 2.5071 3.0678
S 1.3799 4.0757 1.0117
H 2.1320 -2.0711 -0.3009
C 2.0982 -1.1211 0.2166
H 0.2553 -1.6504 1.2520
H 2.7311 -2.0816 2.0422
H -4.2055 1.3822 -1.9452
H 3.2501 4.6390 2.3932
C -1.7210 -0.3314 -0.1414
C 0.6384 -0.8420 0.6663
C -0.2637 -0.6275 -0.5442
C 3.1579 1.3201 1.5464
H 2.2758 1.4295 0.8999
H 0.6186 3.4153 1.8925
H 4.0137 -0.0154 2.9176
H -2.1918 -1.1891 0.3374
H 2.2484 0.0644 3.0288
C 3.0335 -1.2290 1.4015
H -3.8790 -0.8252 -3.2318
H 0.6266 0.0645 1.2766
C 3.0387 3.8374 1.6980
H -1.9712 0.7500 -2.0525
C 3.1072 0.0289 2.3169
C -3.8144 0.9723 -1.0074
H -0.2577 -1.4890 -1.2478
H 4.0279 -1.4540 1.0225
H 0.1365 0.2783 -1.0894
H -1.6926 0.4928 0.5771
H -4.5399 -0.7896 -0.5599
H 4.0574 1.3387 0.9091
C -2.5906 0.1103 -1.3713
O -4.7652 0.1499 -0.3478
H 2.4399 -0.3305 -0.4543
*
```

# 5
Formula: C11H25AuClNO6P2
Source: OMol25
Level of theory: wB97M-V/def2-TZVPD

LUMO level (spin up / spin down) (eV): 0.13 / -1.22
Expectation value of S²: 2.0219
Energy relative to the best compared isomer or geometry (same formula, charge and spin) (kcal/mol): 38.04

Geometry as ORCA input:
```
! RIJCOSX wB97M-V def2-TZVPD def2/J DEFGRID3
* xyz 0 3
H -4.0205 2.1780 2.2740
O 1.9820 -0.8301 -4.8663
H 4.1128 -1.5317 0.0285
O 1.6232 1.4078 2.7380
H -3.7438 -0.8569 0.7974
O -0.2114 2.8199 3.3336
H 2.7252 -0.7300 -5.4682
P 1.7638 -1.2287 0.3565
H -1.2712 3.0396 0.1573
C 1.1793 -2.2163 -0.9511
H 0.8701 1.9625 0.9000
H 2.4481 -2.8895 1.9425
H 0.6660 2.2290 0.1610
N -0.9680 -1.1901 -0.6493
H -0.0941 -3.5068 -2.9518
H -3.0512 3.1412 -0.1054
C 3.4658 -0.6717 0.2357
H 1.8013 -2.9328 -1.4812
C -2.1668 2.4907 -0.1568
H 1.3012 -0.2521 -5.2551
H 5.0313 2.6299 -2.9338
H -2.5927 -3.4199 -3.3633
H -2.3617 2.2246 3.0050
H -3.9546 0.1880 -0.6085
C -0.7674 -2.8938 -2.3461
C 1.6301 -2.1580 1.9017
H 4.2066 3.4328 -1.9329
C -3.1941 -0.2651 0.0466
H -3.9871 -1.9282 -1.8839
O -0.0081 0.6557 4.3197
C -3.1041 1.6071 2.4729
H 1.6806 -1.4612 2.7511
H 0.6757 -2.7000 1.9099
Au 0.2532 0.4978 0.3254
H -2.0260 2.1448 -1.1869
P -2.3832 1.0761 0.9254
H -3.3277 0.7289 3.0922
C -2.1273 -2.8265 -2.5725
H 3.7390 -0.2200 1.1969
O 4.8766 2.7214 -1.9976
C -2.2923 -1.1775 -0.8041
Cl 0.7284 1.8259 3.8577
H -1.1437 0.5147 1.5039
H 3.5787 0.0820 -0.5529
O 1.5385 2.3935 4.9185
C -0.1721 -2.1107 -1.3218
C -2.9081 -1.9946 -1.7620
*
```

Let's list max |F| in order: 0.04136; 0.09203; 0.07884; 0.03149; 0.06768 Eh/bohr.